[1]
{"formula": "C4H15NO2", "method": "ωB97M-V with the def2-TZVPD basis set", "e_lumo_ev": 0.56, "smiles": "CCCNC.O.O", "total_charge": 0, "species": ["C", "C", "C", "N", "C", "H", "H", "H", "H", "H", "H", "H", "H", "H", "H", "H", "H", "H", "O", "H", "H", "O"], "coordinates": [[1.41, 1.56, -0.77], [1.57, 0.86, 0.56], [0.21, 0.42, 1.09], [-0.30, -0.68, 0.24], [-1.53, -1.28, 0.79], [0.66, 2.34, -0.70], [2.33, 2.04, -1.14], [1.10, 0.83, -1.53], [2.19, -0.03, 0.46], [2.07, 1.47, 1.33], [0.28, 0.09, 2.12], [-0.47, 1.28, 1.01], [-0.60, -0.20, -0.60], [-1.28, -1.91, 1.65], [-2.26, -0.52, 1.11], [-1.95, -1.93, 0.03], [0.87, -2.27, 0.43], [1.86, -3.26, 1.10], [1.50, -3.00, 0.24], [-2.75, 0.65, -2.45], [-2.73, 2.16, -2.59], [-2.17, 1.41, -2.37]], "lowdin_charge": [-0.112, -0.260, -0.253, -0.141, -0.127, 0.071, 0.073, 0.070, 0.100, 0.107, 0.112, 0.114, 0.081, 0.076, 0.079, 0.079, -0.020, 0.025, -0.085, 0.034, 0.036, -0.058]}

***

[2]
{"formula": "C4H15NO2", "method": "ωB97M-V with the def2-TZVPD basis set", "e_lumo_ev": 0.79, "smiles": "CCNCC.O.O", "total_charge": 0, "species": ["C", "C", "N", "C", "C", "H", "H", "H", "H", "H", "H", "H", "H", "H", "H", "H", "H", "H", "O", "H", "H", "O"], "coordinates": [[-1.01, 0.74, 2.08], [-0.54, -0.60, 1.59], [0.18, -0.51, 0.30], [0.61, -1.68, -0.44], [0.88, -1.37, -1.91], [-1.65, 1.30, 1.40], [-1.66, 0.65, 2.96], [-0.19, 1.34, 2.47], [-1.43, -1.23, 1.40], [0.09, -1.17, 2.27], [-0.52, -0.01, -0.27], [0.06, -2.62, -0.27], [1.63, -1.84, -0.05], [1.86, -0.95, -2.12], [0.10, -0.78, -2.39], [0.85, -2.36, -2.39], [-1.77, 1.55, -1.47], [-0.44, 2.29, -1.35], [-1.04, 1.93, -2.00], [0.79, 1.19, 0.06], [2.04, 2.03, -0.11], [1.15, 2.10, 0.24]], "lowdin_charge": [-0.105, -0.268, -0.133, -0.285, -0.089, 0.074, 0.078, 0.074, 0.111, 0.117, 0.077, 0.111, 0.113, 0.072, 0.066, 0.072, 0.036, 0.000, -0.062, -0.006, 0.035, -0.089]}

***

[3]
{"formula": "C4H15NO2", "method": "ωB97M-V with the def2-TZVPD basis set", "e_lumo_ev": 0.75, "smiles": "CNC(C)C.O.O", "total_charge": 0, "species": ["C", "N", "C", "C", "C", "H", "H", "H", "H", "H", "H", "H", "H", "H", "H", "H", "H", "H", "O", "H", "H", "O"], "coordinates": [[1.11, -0.20, 1.53], [0.70, 0.73, 0.35], [-1.72, 0.05, 0.92], [-0.70, 1.23, 0.42], [-1.32, 1.81, -0.89], [2.02, 0.14, 2.02], [1.12, -1.22, 1.12], [0.37, -0.25, 2.33], [1.27, 1.55, 0.59], [-2.70, 0.44, 1.15], [-1.34, -0.24, 1.96], [-1.79, -0.67, 0.09], [-0.76, 1.93, 1.26], [-2.42, 2.25, -0.68], [-1.48, 1.02, -1.56], [-0.70, 2.69, -1.37], [-0.39, -3.08, 0.89], [0.11, -1.83, 0.07], [0.42, -2.72, 0.53], [2.09, -0.83, -2.20], [1.17, 0.41, -2.24], [1.36, -0.37, -2.74]], "lowdin_charge": [-0.100, -0.081, -0.069, -0.437, -0.089, 0.076, 0.022, 0.049, 0.095, 0.058, 0.073, 0.070, 0.116, 0.120, 0.028, 0.099, 0.041, 0.078, -0.107, 0.078, -0.022, -0.101]}

***

[4]
{"formula": "C4H15NO2S", "method": "ωB97M-V with the def2-TZVPD basis set", "multiplicity": 2, "e_lumo_ev": [-7.04, -7.58], "s2": 0.757, "total_charge": 1, "species": ["C", "C", "C", "S", "C", "N", "H", "H", "H", "H", "H", "H", "H", "H", "H", "H", "H", "H", "H", "O", "H", "H", "O"], "coordinates": [[1.83, 0.67, 0.74], [2.01, -0.73, 0.14], [1.28, -0.94, -1.15], [-0.80, -0.40, -1.73], [-1.19, -2.13, -1.35], [0.43, 0.87, 1.18], [2.10, 1.40, -0.04], [2.47, 0.77, 1.64], [1.71, -1.52, 0.95], [3.10, -0.86, 0.01], [0.62, 0.00, -1.68], [1.96, -1.22, -2.05], [-0.59, -2.75, -2.03], [-0.90, -2.34, -0.25], [-2.22, -2.40, -1.55], [-0.12, 0.13, 0.64], [0.06, 1.70, 0.83], [-1.04, 1.03, 2.61], [-2.25, 1.59, 1.88], [-1.93, 1.33, 2.75], [-1.78, 1.26, -0.73], [-2.64, 2.58, -0.65], [-2.11, 1.95, -0.16]], "lowdin_charge": [-0.230, -0.212, -0.055, 1.002, -0.328, 0.004, 0.122, 0.132, 0.174, 0.139, -0.039, 0.157, 0.060, 0.097, 0.076, 0.047, 0.040, -0.021, -0.015, -0.065, -0.104, 0.078, -0.058]}

***

[5]
{"formula": "C4H15NO3", "method": "ωB97M-V with the def2-TZVPD basis set", "e_lumo_ev": 0.48, "smiles": "CN[C@H](C)CO.O.O", "total_charge": 0, "species": ["C", "N", "C", "C", "C", "O", "H", "H", "H", "H", "H", "H", "H", "H", "H", "H", "H", "H", "H", "O", "H", "H", "O"], "coordinates": [[-0.10, 0.98, 1.74], [-0.48, 1.28, 0.34], [0.11, 1.01, -2.03], [0.64, 1.20, -0.63], [1.65, 0.03, -0.20], [2.80, 0.56, 0.42], [1.00, 1.12, 1.88], [-0.47, -0.03, 1.92], [-0.52, 1.70, 2.45], [-1.31, 0.68, 0.16], [-0.96, 0.98, -2.24], [0.63, 0.30, -2.68], [0.36, 1.96, -2.53], [1.15, 2.16, -0.50], [1.15, -0.75, 0.32], [2.09, -0.29, -1.14], [2.96, 0.31, 1.33], [1.11, -3.13, 0.22], [0.60, -2.38, 1.53], [0.34, -2.90, 0.76], [-4.32, -2.27, -0.05], [-4.23, -0.85, -0.27], [-4.19, -1.66, -0.80]], "lowdin_charge": [-0.122, -0.110, -0.067, -0.351, -0.223, -0.077, 0.082, 0.070, 0.068, 0.104, 0.077, 0.073, 0.077, 0.138, 0.068, 0.107, 0.079, 0.046, 0.023, -0.061, 0.036, 0.031, -0.068]}

***

[6]
{"formula": "C4H15NO3", "method": "ωB97M-V with the def2-TZVPD basis set", "e_lumo_ev": -3.92, "total_charge": 0, "species": ["C", "N", "C", "C", "C", "O", "H", "H", "H", "H", "H", "H", "H", "H", "H", "H", "H", "H", "H", "O", "H", "H", "O"], "coordinates": [[1.95, -1.91, -0.42], [1.75, -1.06, -1.62], [-1.87, 1.73, 0.24], [-2.66, 0.53, 0.21], [-2.04, -0.75, 0.53], [-1.33, -1.24, -0.71], [2.45, -2.83, -0.72], [2.45, -1.38, 0.39], [0.97, -2.25, -0.10], [1.25, -0.24, -1.27], [-2.19, 2.42, -0.54], [-1.96, 2.27, 1.19], [-0.79, 1.44, 0.09], [-3.66, 0.56, -0.21], [-2.70, -1.59, 0.72], [-1.23, -0.64, 1.26], [-1.78, -0.64, -1.33], [1.80, 2.41, -0.88], [2.65, -0.67, -1.86], [1.33, 1.74, -0.36], [1.72, 0.89, 2.56], [1.84, 0.85, 1.00], [2.03, 0.34, 1.84]], "lowdin_charge": [-0.196, -0.066, -0.039, 0.053, -0.171, -0.020, 0.061, 0.042, 0.044, -0.003, 0.109, 0.143, 0.089, 0.137, 0.126, 0.139, 0.081, -0.060, 0.048, -0.367, 0.010, -0.034, -0.124]}

***

Taking the records one at a time from the top gives ΔE to the lowest compared entry with this formula, charge and spin values of 19.94 27.14 63.12 95.09 50.67 152.48 kcal per mole.